Computed, not measured: a cluster of 2 separate species, C4H8S3 in total at a distorted geometry, with ωB97M-V/def2-TZVPD.

Relative energy (zero: lowest compared OMol25 entry of this formula, charge and spin) ... 4.2660 eV
2S+1 ... 1
Molar mass ... 152.31 g/mol
Kohn-Sham gap (spin up / spin down) ... 7.925 / 7.839 eV
Maximum force ... 0.06996 Eh/bohr
LUMO energy (spin up / spin down) ... 0.0 / -0.5 eV

Element x y z (Å)
S 1.02490 -0.37467 1.89581
S 1.50711 1.82814 -0.27752
S 2.34809 -1.38666 -0.83602
C -1.80013 1.26403 0.02716
C -0.33944 -1.74373 -0.18474
C 0.57576 0.51296 0.39468
C 0.88455 -0.90994 0.06596
H -1.56784 1.40216 -1.01858
H -1.07694 -1.33319 0.58331
H -2.42728 0.43049 0.38984
H -1.85564 2.02988 0.84156
H -0.53803 -1.52155 -1.18173
H 0.96388 2.73254 0.54641
H 2.47292 -0.10816 -1.32969
H -0.17192 -2.82232 0.08356



Computed, not measured: a cluster of 2 separate species, C3H5INO in total at a distorted geometry, with ωB97M-V/def2-TZVPD.

Relative energy (zero: lowest compared OMol25 entry of this formula, charge and spin) ... 0.6119 eV
2S+1 ... 1
Molar mass ... 197.98 g/mol
Kohn-Sham gap ... 4.359 eV
Maximum force ... 0.10644 Eh/bohr
Total charge ... -1
LUMO energy ... 1.1 eV

Element x y z (Å)
I -6.55984 0.20229 -0.05384
O 3.85421 1.40559 -0.12730
N 2.68316 1.23427 -0.60900
C 1.69970 -0.67834 0.66890
C 1.69182 0.91488 0.41426
C 0.88711 -1.53118 0.10461
H 0.05390 -1.40590 -0.43631
H 1.87501 1.29027 1.39422
H 0.98044 -2.59419 0.27540
H 2.36750 -1.05009 1.45013
H 0.80242 1.22895 -0.07802



Computed, not measured: a cluster of 5 separate species, C16H32Br4O6 in total at a distorted geometry, with ωB97M-V/def2-TZVPD.

2S+1 ... 1
Molar mass ... 640.04 g/mol
Kohn-Sham gap ... 10.343 eV
SMILES ... CCOC(C)=O.CCOC(C)=O.CCOC(C)=O.BrCCBr.BrCCBr
Maximum force ... 0.07377 Eh/bohr
LUMO energy ... 0.2 eV

Element x y z (Å)
Br 0.95976 -1.55804 -3.41364
Br -1.48674 0.84783 -2.30249
Br -2.10681 -5.17697 -3.90053
Br 0.28597 -0.96368 1.71181
O 1.83040 2.07815 -0.88760
O -3.93441 -3.29131 -1.32418
O 3.94692 2.87690 -0.35172
O 1.54678 2.61533 4.66388
O -4.54746 -1.13197 -1.61657
O 3.21082 3.13681 6.21669
C 3.22058 1.67668 3.27852
C -3.09732 -2.97277 -0.23584
C 1.25911 3.36717 -1.19185
C -1.32666 -3.42909 -3.48358
C -1.08832 0.42043 -0.37355
C 0.11226 -3.27119 -4.04501
C 1.64591 3.77563 -2.64341
C -5.44972 -2.74984 -3.00156
C 2.14631 3.35740 5.62242
C -0.05509 -0.76284 -0.24544
C 3.09672 1.96229 -0.48432
C 3.41613 0.53272 -0.23049
C -4.56340 -2.30217 -1.93587
C 2.05476 1.38105 4.23951
C 1.23205 4.45350 6.04750
C -2.45364 -4.36659 0.15256
H 0.86724 -0.44029 -0.72852
H -3.67301 -2.53997 0.58232
H 3.75578 0.74393 3.10066
H 1.46549 4.84896 -2.70255
H -6.25205 -3.41817 -2.68898
H 1.33126 4.65842 7.11346
H 4.41054 0.49073 0.21390
H -2.40941 -2.16352 -0.48076
H -1.32549 -3.36240 -2.39563
H -3.29116 -5.05779 0.24695
H 2.73410 3.76600 -2.70534
H -0.63136 1.28002 0.11675
H -1.87251 -4.71296 -0.70208
H -4.83170 -3.21542 -3.76928
H -1.99023 -2.69444 -3.93971
H 2.90945 2.03780 2.29827
H 0.15758 -3.18425 -5.13060
H 1.45449 4.19024 -0.50448
H 0.18674 3.17204 -1.19700
H -5.94540 -1.87069 -3.41324
H 0.82396 -4.07552 -3.85892
H -1.85413 -4.46182 1.05789
H 1.23019 3.17681 -3.45378
H -1.98071 0.12800 0.17982
H 2.36471 0.84609 5.13720
H 1.24112 0.92773 3.67330
H -0.34417 -1.70872 -0.70356
H 2.66706 0.15766 0.46688
H 3.94278 2.38466 3.68506
H 3.29592 -0.18004 -1.04634
H 0.19055 4.39063 5.73219
H 1.51750 5.38084 5.55087



Computed, not measured: a cluster of 2 separate species, C17H23 in total at a distorted geometry, with ωB97M-V/def2-TZVPD.

Relative energy (zero: lowest compared OMol25 entry of this formula, charge and spin) ... 0.7771 eV
2S+1 ... 1
Molar mass ... 227.37 g/mol
Kohn-Sham gap ... 4.405 eV
Maximum force ... 0.04466 Eh/bohr
Total charge ... +1
LUMO energy ... -6.3 eV

Element x y z (Å)
C 2.49667 -0.34063 0.40233
C -1.82902 -1.81989 -2.77121
C 1.50280 0.58134 1.02373
C -0.46577 -2.04667 -2.41708
C 1.42839 0.62825 2.40747
C 1.48465 1.07481 -2.12929
C 0.41415 1.48243 4.53370
C -0.16181 -2.83162 -1.26473
C -2.49677 -3.76450 -1.32127
C 0.31531 1.04299 -1.15643
C 0.55689 1.49235 3.04921
C -0.17116 2.39945 2.29216
C 0.57870 1.34774 0.28453
C -0.11798 2.39245 0.91169
C -2.78150 -2.71603 -2.37151
C -1.07692 -3.74253 -0.81695
C -0.81245 3.48706 0.16546
H 2.05372 -1.09786 -0.25030
H 0.82109 -2.71703 -0.77597
H -0.61792 1.29001 4.85326
H 0.70587 2.42917 5.00257
H 3.23737 0.20132 -0.19164
H -0.09659 4.22458 -0.21205
H -1.41960 3.13603 -0.66564
H -2.63985 -4.74448 -1.81398
H 2.43304 1.41149 -1.67979
H -3.20694 -3.65414 -0.47654
H 0.31933 -1.45525 -2.89076
H -0.05012 0.03393 -1.13012
H 1.05204 0.72360 4.99060
H -3.77038 -2.73092 -2.83581
H -1.49480 4.02434 0.82635
H 1.22753 1.71742 -2.98295
H 3.04116 -0.88146 1.17826
H -2.07103 -0.93062 -3.37979
H -0.77236 3.13652 2.80412
H -0.47029 1.71850 -1.53046
H 1.61423 0.06479 -2.55384
H -0.79681 -4.52256 -0.10709
H 2.03714 -0.04439 2.99977



Computed, not measured: a structure of composition C4H7GaO2 at a distorted geometry, with ωB97M-V/def2-TZVPD.

2S+1 ... 2
Molar mass ... 156.82 g/mol
Kohn-Sham gap (spin up / spin down) ... 8.736 / 6.527 eV
Maximum force ... 0.03966 Eh/bohr
Total charge ... +1
LUMO energy (spin up / spin down) ... -4.3 / -7.0 eV

Element x y z (Å)
Ga 1.28843 1.39845 1.77893
O -2.92537 0.94829 0.69362
O 1.29767 -0.32744 1.25151
C -1.61197 0.77974 0.30327
C 0.55785 -1.14852 0.60417
C 0.00273 -0.86719 -0.75936
C -1.19194 -0.55062 0.10889
H -1.27645 1.49647 -0.45888
H -0.11334 -1.76858 -1.37358
H -1.92267 -1.34080 0.29870
H -3.22446 1.83599 0.48027
H 0.45312 0.00283 -1.24823
H 0.58901 -2.20868 0.90878
H -0.56691 1.50066 1.20485